Molecular formula: C33H66ClO19S5
Method: DFT, wB97M-V/def2-TZVPD

The geometry in XYZ format:
```
124
Properties=species:S:1:pos:R:3:forces:R:3:lowdin_charge:R:1
Cl -0.7132 0.5733 -0.6172 0.04 -0.08 0.50 0.65
O -1.4349 0.7989 -1.8476 0.29 0.31 -0.19 -0.37
O 0.1935 1.6818 -0.3088 -0.50 -0.54 -0.53 -0.37
O -1.6755 0.4489 0.4567 0.17 0.00 -0.02 -0.36
O 0.0609 -0.6463 -0.7391 -0.02 0.17 0.06 -0.37
O 3.4469 0.0067 -5.3342 -0.15 0.12 0.30 -0.29
S 3.2467 0.0278 -3.9128 0.51 0.57 1.20 0.60
O 3.1812 -1.1944 -3.1642 0.00 0.46 -0.47 -0.27
O 4.4446 0.8751 -3.1956 -0.76 -0.60 -0.42 -0.27
C 4.7772 2.1534 -3.7675 0.26 -0.33 -0.97 -0.28
C 6.2823 2.3092 -3.6737 -0.36 0.40 0.89 -0.06
C 1.8794 1.0805 -3.4449 0.22 -0.87 -0.81 -0.10
H 4.2121 2.9622 -3.2986 0.19 -0.15 0.45 0.12
H 4.4652 2.1561 -4.8177 0.10 -0.08 0.02 0.11
H 6.5804 2.2366 -2.6245 -0.03 0.12 0.01 0.07
H 6.5268 3.3164 -4.0154 0.31 -0.17 -0.18 0.08
H 6.8306 1.5236 -4.1856 -0.16 0.12 -0.40 0.08
H 0.9901 0.5885 -3.8375 -0.14 0.02 0.26 0.07
H 1.9909 2.0310 -3.9599 0.07 0.14 0.27 0.07
H 1.8912 1.1107 -2.3593 -0.22 0.23 0.00 0.06
O 8.0698 0.7571 1.0840 -0.75 0.83 -0.10 -0.29
S 6.8017 1.4302 1.2208 -0.29 -1.16 -0.36 0.61
O 6.5137 2.6741 0.5575 0.21 -0.49 0.18 -0.29
O 5.7313 0.3055 0.7330 1.02 0.21 0.46 -0.23
C 4.3631 0.4964 1.0688 -1.47 0.99 0.35 -0.29
C 3.4190 -0.3534 0.2735 -0.47 -0.75 -0.87 -0.04
C 6.4413 1.6116 2.9395 0.04 -0.66 0.55 -0.12
H 4.0985 1.5365 0.8457 0.12 0.03 0.10 0.11
H 4.1486 0.3523 2.1324 0.49 -0.17 0.04 0.11
H 3.4060 -0.0565 -0.7706 0.20 -0.07 -0.18 0.06
H 2.3724 -0.2887 0.5860 0.16 0.58 0.37 0.07
H 3.5797 -1.4315 0.2939 0.61 0.02 0.07 0.07
H 5.3767 1.7167 3.1399 0.06 0.56 -0.19 0.04
H 7.0435 2.4238 3.3373 -0.19 0.22 -0.18 0.08
H 6.7461 0.7007 3.4573 0.15 -0.07 -0.27 0.08
O -1.7506 4.9990 -0.8148 -0.59 0.01 0.39 -0.27
S -3.1480 4.8143 -0.5607 -0.07 -0.59 -1.76 0.62
O -3.7153 4.9751 0.7425 -0.03 -0.04 -0.11 -0.28
O -3.8733 5.8531 -1.5973 0.46 -0.56 0.38 -0.28
C -5.2192 6.2752 -1.3581 0.26 0.57 0.81 -0.29
C -5.5087 7.4322 -2.2764 -0.46 0.34 -0.19 -0.08
C -3.6947 3.2690 -1.3793 -0.28 1.32 0.15 -0.09
H -5.2777 6.6166 -0.3208 -0.05 -0.13 -0.03 0.11
H -5.9501 5.4718 -1.4799 0.18 -0.16 -0.16 0.12
H -5.7116 7.1048 -3.2960 -0.02 0.04 0.01 0.08
H -4.7212 8.1839 -2.3112 0.27 -0.28 0.15 0.08
H -6.3788 7.9642 -1.8810 -0.15 -0.16 -0.22 0.08
H -4.7499 3.4324 -1.6042 -0.12 -0.21 0.41 0.05
H -3.5209 2.3831 -0.7785 0.23 0.04 0.02 0.06
H -3.2153 3.2744 -2.3542 0.46 -0.26 0.21 0.07
O 0.8380 -6.9345 -5.0789 0.35 1.09 0.59 -0.30
S 1.2403 -5.8238 -4.2424 -0.38 0.23 -0.30 0.62
O 2.6324 -5.4609 -4.1102 -0.99 -0.52 0.14 -0.28
O 0.4411 -4.5248 -4.7789 0.20 -1.09 0.15 -0.27
C 0.6714 -3.2617 -4.0963 0.51 -0.04 0.25 -0.26
C -0.6439 -2.6272 -3.7173 0.19 0.11 0.24 -0.05
C 0.4276 -6.0220 -2.6290 0.92 0.48 -0.60 -0.11
H 1.3448 -2.6902 -4.7337 -0.36 0.24 -0.14 0.12
H 1.2544 -3.4155 -3.1852 -0.01 -0.17 -0.03 0.10
H -0.4217 -1.7159 -3.1557 -0.10 0.07 -0.08 0.06
H -1.1694 -3.2789 -3.0169 -0.08 -0.03 -0.06 0.08
H -1.3137 -2.3994 -4.5436 0.15 -0.05 -0.15 0.06
H 0.9228 -5.3239 -1.9564 -0.16 0.01 0.11 0.05
H 0.5678 -7.0337 -2.2632 -0.07 -0.08 -0.16 0.07
H -0.6071 -5.7449 -2.8022 -0.09 -0.22 0.14 0.07
O 0.8068 3.2374 4.2163 0.56 -0.05 -0.21 -0.28
S 1.9422 2.7264 3.5000 0.58 -1.59 -0.80 0.64
O 3.2950 2.9086 3.9761 -0.93 -0.26 0.02 -0.30
O 1.7533 1.0933 3.3141 0.56 1.37 1.37 -0.26
C 0.4122 0.6506 3.0805 -0.72 -0.26 -1.58 -0.28
C 0.3080 -0.8645 3.1223 0.38 0.30 0.20 -0.05
C 1.9146 3.1831 1.7727 -1.01 0.13 0.18 -0.10
H 0.1656 0.9678 2.0553 -0.07 -0.09 0.21 0.08
H -0.3499 1.1168 3.7079 0.69 -0.01 0.45 0.08
H 0.4268 -1.2420 4.1392 -0.17 -0.05 0.03 0.08
H 1.0584 -1.3591 2.5047 0.03 0.18 -0.11 0.06
H -0.6721 -1.1128 2.7156 0.01 -0.17 0.09 0.08
H 1.7683 2.2898 1.1678 0.29 -0.05 0.10 0.03
H 2.8115 3.7291 1.5061 0.01 0.08 0.11 0.07
H 0.9921 3.7483 1.6307 0.24 0.30 -0.10 0.08
C 0.6641 -6.2487 1.4827 -0.56 -0.21 0.46 -0.11
C 0.2781 -5.0406 0.9356 0.03 -0.16 -0.46 -0.11
C 1.1566 -3.9621 0.9067 -0.74 0.01 -0.05 -0.09
C 2.4121 -4.1091 1.4545 0.47 -0.29 0.83 -0.08
C 2.7606 -5.2990 2.1110 -0.54 0.55 0.51 -0.09
C 1.8644 -6.3541 2.1607 0.49 -0.13 -0.41 -0.11
H -0.0384 -7.0748 1.5142 0.03 0.01 -0.10 0.10
H -0.7122 -4.9548 0.5037 0.02 0.13 0.02 0.10
H 0.7515 -3.0202 0.5504 0.46 0.10 -0.20 0.10
H 3.1096 -3.2879 1.5380 -0.07 0.17 -0.24 0.09
H 3.6076 -5.3011 2.7865 0.35 -0.13 -0.45 0.10
H 2.1136 -7.2641 2.6924 0.00 0.03 0.03 0.10
C -3.6879 -0.7366 -5.7528 0.47 1.05 0.19 -0.10
C -4.9786 -0.7164 -6.2560 -0.57 -0.39 0.11 -0.10
C -6.0336 -0.3401 -5.4185 0.42 -0.31 -0.10 -0.11
C -5.7833 -0.0002 -4.0993 -0.47 -0.07 0.14 -0.11
C -4.5018 -0.0444 -3.5788 0.05 0.19 -0.32 -0.08
C -3.4529 -0.3222 -4.4502 -0.02 0.19 0.58 -0.09
H -2.7896 -0.8743 -6.3432 -0.33 -0.34 -0.41 0.10
H -5.1887 -1.0227 -7.2731 0.07 0.04 -0.04 0.10
H -7.0723 -0.3750 -5.7210 0.11 0.13 -0.40 0.09
H -6.6443 0.3157 -3.5194 0.19 -0.16 0.32 0.10
H -4.3010 0.1539 -2.5339 0.04 0.24 -0.05 0.10
H -2.4503 -0.1055 -4.1006 0.08 -0.52 0.05 0.09
C -2.3950 -2.7989 7.6217 1.05 -0.27 -0.64 -0.12
C -2.4582 -2.1309 6.2474 -0.52 -0.08 -0.19 -0.28
C -2.6783 -0.6227 6.2995 0.46 -0.44 -0.08 -0.23
C -2.7680 -0.0064 4.9144 -1.49 -0.03 -0.37 -0.24
C -2.8115 1.5143 4.9262 1.46 -0.01 -0.64 -0.26
C -2.7843 2.0780 3.4986 0.14 0.17 0.32 -0.10
H -1.4703 -2.5373 8.1443 -0.21 0.41 0.17 0.07
H -2.2731 -3.8763 7.4822 -0.51 -0.07 0.14 0.06
H -3.2646 -2.5528 8.2254 -0.01 -0.13 0.10 0.07
H -1.6018 -2.3622 5.6074 0.26 -0.01 0.34 0.10
H -3.2967 -2.5739 5.6957 -0.09 0.06 0.05 0.11
H -1.8621 -0.1521 6.8593 0.00 0.00 0.04 0.12
H -3.5974 -0.4537 6.8688 -0.02 0.27 -0.07 0.11
H -1.9972 -0.3310 4.2093 0.30 0.01 0.52 0.08
H -3.6765 -0.3896 4.4228 -0.08 0.03 0.14 0.12
H -3.6458 1.9722 5.4568 -0.04 -0.34 0.27 0.11
H -1.8677 1.7546 5.4341 -0.24 0.65 0.14 0.10
H -2.7851 3.1699 3.4940 -0.54 -0.02 0.03 0.08
H -1.8750 1.8584 2.9344 -0.30 -0.44 0.08 0.04
H -3.6446 1.6448 2.9872 0.02 0.38 -0.40 0.08
```
Forces are in eV/Å.

Its total charge is -1. Its highest occupied orbital energy is -7.7 eV. The value obtained for the gap between HOMO and LUMO is 9.666 eV.